1.
137
Properties=species:S:1:pos:R:3:lowdin_spin:R:1 method="wB97M-V/def2-TZVPD" relative_energy_ev=0.000 spin_multiplicity=2 total_charge=+1 mol_weight_da=715.1
C 3.27831 -2.62135 0.07577 0.056
C 4.27343 -3.75649 -0.24671 0.075
O 4.46045 -3.90518 -1.66791 0.534
H 3.43396 -1.69303 -0.47385 0.000
H 3.28057 -2.39093 1.14113 0.004
H 2.26571 -2.88787 -0.22706 0.001
H 3.82461 -4.68053 0.11772 0.035
H 5.18183 -3.61412 0.33864 0.000
H 3.61013 -4.01664 -2.09933 -0.002
C -2.99347 3.69709 4.94794 0.000
C -3.22959 2.91548 3.67550 0.000
O -2.08823 2.04314 3.48147 0.000
H -3.74298 4.48849 4.94814 0.000
H -2.02628 4.17915 4.80560 0.000
H -3.06127 3.10402 5.85995 0.000
H -3.19513 3.61193 2.83772 0.000
H -4.18615 2.39490 3.72120 0.000
H -1.30588 2.58127 3.34025 0.000
C 0.62675 0.07630 -0.12327 0.000
C -0.08944 0.78588 1.08788 0.000
O -1.45302 0.36639 0.95378 0.000
H 0.15314 0.39289 -1.05255 0.000
H 0.61570 -1.00504 0.01351 0.000
H 1.69731 0.27944 -0.15024 0.000
H 0.04351 1.86772 1.09464 0.000
H 0.26559 0.39580 2.04176 0.000
H -1.90231 0.83244 1.66269 0.000
C 1.90526 -0.47327 4.85716 0.000
C 3.00653 -1.29825 4.17956 0.000
O 3.61470 -2.12318 5.12970 0.000
H 2.34242 0.28662 5.50489 0.000
H 1.23171 -1.08046 5.46195 0.000
H 1.29070 0.03275 4.11261 0.000
H 3.79183 -0.75349 3.65551 0.000
H 2.59919 -2.02060 3.47218 0.000
H 3.81715 -2.97105 4.72755 0.000
C 0.54212 -5.67968 0.18780 0.000
C -0.42088 -4.50846 -0.05409 0.000
O -0.23117 -4.06871 -1.39881 0.001
H 0.60454 -6.02264 1.22055 0.000
H 1.57002 -5.35748 0.02130 0.000
H 0.35195 -6.53732 -0.45748 0.000
H -0.28868 -3.72497 0.69206 0.000
H -1.43379 -4.90837 -0.00742 0.000
H -0.82169 -3.31183 -1.40163 0.000
C -4.23235 -2.86972 2.47876 0.000
C -2.69237 -2.75052 2.28472 0.000
O -2.12381 -3.03765 3.50213 0.000
H -4.55409 -2.15008 3.23155 0.000
H -4.61310 -3.86416 2.71161 0.000
H -4.80879 -2.48935 1.63547 0.000
H -2.39154 -1.81567 1.81180 0.000
H -2.44593 -3.46609 1.50029 0.000
H -1.90705 -2.17866 3.87192 0.000
C -2.02610 2.97786 -1.35280 0.000
C -2.57797 3.55405 -0.01836 0.000
O -1.98632 4.80383 0.29806 0.000
H -2.17648 3.70828 -2.14776 0.000
H -2.55274 2.04614 -1.55930 0.000
H -0.99960 2.61809 -1.28220 0.000
H -2.23720 2.77623 0.66498 0.000
H -3.66709 3.59167 -0.04124 0.000
H -2.15026 5.38225 -0.45037 0.000
C 3.79813 3.03666 0.61144 0.000
C 4.96993 2.37163 -0.03300 0.000
O 6.02597 3.31325 0.12092 0.000
H 4.07081 3.18413 1.65643 0.000
H 2.91794 2.40142 0.51222 0.000
H 3.57872 4.00168 0.15462 0.000
H 4.79805 1.93119 -1.01512 0.000
H 5.18569 1.47412 0.54667 0.000
H 6.88401 2.91123 -0.03320 0.000
C -2.10160 -1.55387 6.76748 0.000
C -1.97548 -0.19275 6.08969 0.000
O -1.81082 -0.44309 4.67247 0.000
H -3.01806 -2.10792 6.56441 0.000
H -1.92783 -1.48562 7.84137 0.000
H -1.24708 -2.15122 6.44958 0.000
H -1.10502 0.37099 6.42526 0.000
H -2.84997 0.40660 6.34296 0.000
H -1.85948 0.43244 4.28172 0.000
C 0.76833 4.41447 2.87426 0.000
O 0.04313 3.54259 3.28256 0.000
N 1.87578 4.77685 3.41796 0.000
N 0.47480 5.18477 1.87062 0.000
H 2.15781 4.30542 4.26548 0.000
H 2.46469 5.42532 2.91518 0.000
H -0.39743 4.97780 1.40538 0.000
H 1.14609 5.87827 1.57304 0.000
C -4.24431 -1.35907 -1.41304 0.000
C -3.17566 -2.39799 -1.37368 0.000
C -3.07700 -3.21221 -2.72405 0.000
O -1.89539 -1.78948 -1.20187 0.000
H -4.06162 -0.68476 -2.24973 0.000
H -4.19860 -0.57818 -0.65394 0.000
H -5.26017 -1.75417 -1.41535 0.000
H -3.24401 -3.06495 -0.51427 0.000
H -2.39208 -4.05911 -2.76583 0.000
H -2.91951 -2.58219 -3.59947 0.000
H -4.04609 -3.69487 -2.85058 0.000
H -2.00364 -1.03873 -0.61345 0.000
C -0.25018 0.29360 -6.42085 0.000
C -1.52467 0.19441 -5.60640 0.000
C -1.41480 0.19477 -4.10301 0.000
O -2.24909 1.30835 -5.92455 0.000
H -0.44385 0.46287 -7.48007 0.000
H 0.25023 -0.67179 -6.34528 0.000
H 0.41415 1.07636 -6.05474 0.000
H -2.12094 -0.61109 -6.03504 0.000
H -2.34549 0.46726 -3.60537 0.000
H -0.61075 0.88637 -3.85140 0.000
H -1.24440 -0.77238 -3.63006 0.000
H -3.04768 1.32327 -5.39197 0.000
C 2.59227 4.73084 -3.71888 0.000
C 2.53158 3.15187 -3.71579 0.000
C 1.55529 2.60651 -2.70118 0.000
O 1.97401 2.78203 -4.96434 0.000
H 3.40301 5.06640 -4.36557 0.000
H 2.76489 5.17189 -2.73716 0.000
H 1.62557 5.12341 -4.03428 0.000
H 3.50960 2.68828 -3.58678 0.000
H 1.96101 2.77223 -1.70316 0.000
H 1.44271 1.52696 -2.80120 0.000
H 0.53512 2.98189 -2.78144 0.000
H 1.03212 2.94846 -4.88231 0.000
C 0.61722 -3.38153 -4.85570 0.021
C 1.86430 -2.82639 -4.11205 0.032
C 1.73137 -1.35752 -3.64702 0.029
O 2.09235 -3.67137 -3.04159 0.202
H -0.32629 -3.07731 -4.40256 0.000
H 0.55757 -4.46540 -4.95455 -0.001
H 0.63902 -3.02965 -5.88712 0.004
H 2.72759 -2.92534 -4.77010 0.002
H 2.65381 -1.05463 -3.15158 0.001
H 0.90085 -1.34155 -2.94127 0.000
H 1.55066 -0.69367 -4.49245 0.002
H 1.23644 -3.82632 -2.63540 0.002

=====

2.
150
Properties=species:S:1:pos:R:3:mulliken_charge:R:1 method="wB97M-V/def2-TZVPD" total_charge=0 energy_ha=-11862.3325 mol_weight_da=1148.8
C -6.95050 -10.58352 16.14773 1.123
Br -7.28238 -11.80483 14.70309 -0.065
Br -6.15953 -8.96482 15.52719 -0.092
Br -5.74678 -11.49910 17.33036 -0.036
H -7.85355 -10.39099 16.74018 -0.964
O -12.78866 -14.73252 15.97010 -0.913
P -11.80682 -13.90745 16.66798 0.238
N -12.08011 -13.97707 18.26688 0.565
C -11.10115 -13.53773 19.26779 -0.505
C -12.95418 -15.01785 18.76980 -1.056
N -11.57424 -12.35284 16.38358 0.716
C -12.58152 -11.42728 16.92185 -1.035
C -10.94602 -11.90504 15.11435 -0.811
N -10.25413 -14.57008 16.27060 0.274
C -9.03519 -14.01171 16.87158 -0.268
C -10.22861 -16.01357 16.02772 -1.058
H -11.64250 -13.17296 20.14293 0.611
H -10.63710 -12.67767 18.82253 -0.394
H -10.30851 -14.28011 19.47222 0.068
H -12.31871 -15.87280 19.08616 0.303
H -13.65109 -15.29174 17.97030 0.355
H -13.51793 -14.64337 19.62371 0.260
H -13.46332 -11.25053 16.28347 0.297
H -12.89742 -11.59211 17.94532 0.315
H -12.07717 -10.45474 16.86441 0.148
H -10.26443 -12.64500 14.71744 0.352
H -11.72930 -11.68673 14.37970 0.327
H -10.35219 -10.99825 15.27476 0.005
H -8.18871 -14.02235 16.18528 0.384
H -9.17313 -12.93530 17.06129 -0.266
H -8.75345 -14.52814 17.79458 0.178
H -11.20180 -16.27146 15.59936 0.374
H -10.14814 -16.53699 16.99881 0.298
H -9.51457 -16.35769 15.25606 0.274
O -9.02579 -6.96997 28.31588 -0.955
P -7.77929 -6.88844 27.53317 0.455
N -8.12112 -7.47070 25.99563 0.517
C -9.30348 -8.28553 25.80395 -1.101
C -7.04054 -7.79347 25.08506 -0.590
N -6.56364 -7.68769 28.28545 0.207
C -7.00455 -8.93711 28.94849 -0.916
C -5.11236 -7.56071 27.99392 -0.983
N -7.12927 -5.42643 27.15510 0.418
C -6.77424 -4.71740 28.33597 -1.289
C -7.67848 -4.59868 26.10248 -0.989
H -9.84143 -8.04445 24.88743 0.226
H -9.91267 -8.01445 26.66772 0.469
H -9.13633 -9.34181 25.88567 0.298
H -7.45820 -7.95035 24.07048 -0.427
H -6.49316 -8.69281 25.40647 0.102
H -6.33577 -6.96217 25.04094 0.630
H -6.28336 -9.26153 29.70652 0.358
H -7.96099 -8.72639 29.40254 0.341
H -7.17586 -9.73879 28.22010 0.172
H -4.67731 -8.43010 27.47132 0.328
H -4.94344 -6.78315 27.25464 0.256
H -4.63361 -7.30504 28.93505 0.365
H -6.58216 -5.39860 29.13918 0.434
H -5.81661 -4.20194 28.15282 0.340
H -7.53309 -3.97446 28.58947 0.353
H -8.67945 -4.18418 26.33752 0.281
H -7.82716 -5.15748 25.18017 0.249
H -7.02207 -3.72348 25.99397 0.395
O -9.73348 -10.14034 18.17472 -0.750
P -9.85958 -9.22036 19.33398 -0.104
N -8.83240 -9.61185 20.52576 1.594
C -7.78265 -10.54356 20.19685 1.019
C -8.57831 -8.86878 21.70600 -1.212
N -11.27903 -9.09535 20.17839 0.264
C -12.45415 -8.47632 19.53993 -0.895
C -11.74583 -10.21270 21.00624 -0.983
N -9.81272 -7.63113 18.73947 0.475
C -9.54591 -7.46591 17.36375 -0.724
C -9.84596 -6.38124 19.54707 -0.981
H -7.76643 -11.38004 20.90430 0.001
H -6.77931 -10.10001 20.14102 -0.777
H -7.92127 -10.93568 19.19174 -0.659
H -9.48797 -8.49597 22.20348 0.324
H -7.92872 -8.01351 21.51027 0.280
H -8.15133 -9.50495 22.48969 0.245
H -13.02921 -9.15405 18.90459 0.170
H -13.18965 -8.15677 20.29797 0.346
H -12.15926 -7.67734 18.87476 0.320
H -10.85479 -10.80253 21.26022 0.178
H -12.22438 -9.90543 21.93341 0.336
H -12.49456 -10.85182 20.53227 0.353
H -10.16626 -6.64139 17.00580 0.315
H -8.49079 -7.23363 17.13252 0.083
H -9.76403 -8.35175 16.77739 0.059
H -10.17081 -6.53798 20.58880 0.302
H -10.52385 -5.67108 19.05188 0.444
H -8.81591 -6.00766 19.75000 0.137
O -8.30392 -13.36747 22.21981 -1.209
P -6.99854 -13.55292 22.92466 0.258
N -5.86478 -14.03628 21.81132 0.610
C -6.29946 -14.27599 20.45212 -0.725
C -4.58951 -14.56447 22.24988 -1.125
N -7.26639 -14.57890 24.15527 0.596
C -8.34346 -15.58130 23.94258 -1.068
C -6.43008 -14.82888 25.34254 -1.026
N -6.24701 -12.29568 23.69803 0.410
C -5.40364 -11.33208 22.99646 -0.822
C -6.99415 -11.67997 24.84780 -0.907
H -5.85796 -13.57021 19.74833 0.182
H -7.38273 -14.17155 20.38020 0.050
H -6.01419 -15.29681 20.16607 0.326
H -4.46051 -14.45264 23.32813 0.295
H -3.79211 -14.04535 21.72641 0.339
H -4.57374 -15.63178 22.04458 0.344
H -8.93742 -15.70826 24.83511 0.361
H -9.00986 -15.27029 23.13666 0.227
H -7.88311 -16.52849 23.61950 0.309
H -5.75552 -15.69654 25.27359 0.275
H -5.89262 -13.89417 25.54949 0.347
H -7.05365 -14.96081 26.24390 0.303
H -5.97670 -10.43429 22.80580 -0.102
H -4.58946 -11.04679 23.67376 0.415
H -4.97745 -11.70325 22.06688 0.509
H -7.19809 -10.64909 24.58466 -0.039
H -6.54164 -11.89951 25.83961 0.276
H -8.00502 -12.09818 24.93431 0.456
O -5.27516 -6.56328 22.84616 -0.114
P -4.26821 -6.39200 21.82106 -0.074
N -4.34482 -4.79785 21.27508 0.146
C -3.38292 -4.38548 20.28679 -0.929
C -5.49296 -3.95089 21.72175 -0.838
N -4.40128 -7.30338 20.48146 0.393
C -4.17847 -8.75521 20.60443 -0.413
C -5.35707 -6.92156 19.46024 -0.675
N -2.80021 -6.91022 22.40257 0.411
C -1.58629 -7.02629 21.59133 -1.079
C -2.50460 -6.77982 23.84202 -0.899
H -3.35441 -5.03538 19.40423 0.303
H -2.36935 -4.47012 20.65782 0.230
H -3.50492 -3.35474 19.96063 0.384
H -6.00654 -3.41089 20.89790 0.349
H -5.17836 -3.13039 22.37820 0.327
H -6.27779 -4.58200 22.12623 0.164
H -3.77811 -9.19008 19.68776 0.415
H -3.43919 -8.96578 21.35176 0.426
H -5.09849 -9.27507 20.89579 -0.618
H -6.30046 -7.42675 19.58965 -0.160
H -5.59673 -5.85352 19.49825 0.353
H -4.96348 -7.23816 18.49411 0.278
H -1.12833 -6.03775 21.43858 0.242
H -0.97821 -7.85919 21.99934 0.358
H -1.84473 -7.31585 20.57082 0.367
H -3.41830 -6.80364 24.44134 0.078
H -1.91421 -5.87009 24.06139 0.261
H -1.87164 -7.63372 24.13180 0.346